Density functional theory data (ωB97M-V with the def2-TZVPD basis set) for a single C4H9NO2 molecule.

Positions of all 16 atoms, in Å:
1 C 1.152376 -0.462219 1.544107
2 C 1.106093 -1.049083 0.095420
3 O 1.210472 -2.258752 0.022630
4 N 0.805537 -0.224368 -0.965658
5 C -0.139177 0.923960 -0.913411
6 C -1.261352 0.948858 0.244550
7 O -2.410811 1.621004 -0.319703
8 H 0.964766 0.636308 1.369122
9 H 2.158181 -0.522627 2.016541
10 H 0.255884 -0.819794 2.039182
11 H 0.771516 -0.808235 -1.806829
12 H -0.480397 1.135517 -1.926846
13 H 0.539981 1.696191 -0.542891
14 H -1.595875 -0.090259 0.550330
15 H -0.958180 1.422176 1.188920
16 H -2.903260 1.965681 0.431909

Atoms 1-6, force components in eV/Å:
0.11 2.63 -2.32
-0.67 -0.58 2.29
0.52 0.20 -1.03
-0.60 -1.21 -0.53
1.27 0.31 2.67
-0.96 -1.63 -1.43

Calculated values
- E_HOMO: -9.47 eV
- Orbital gap: 10.06 eV
- Max |F|: 3.511 eV/Å
- SMILES: CC(=O)NCCO
- LUMO energy: 0.5898 eV
- Electronic energy: -363.01245 a.u.

***

Density functional theory data (ωB97M-V with the def2-TZVPD basis set) for a single C4H9NO2 molecule.

Positions of all 16 atoms, in Å:
1 C -1.542911 1.234271 -1.548662
2 N -0.804656 0.372607 -0.675321
3 C -1.099378 -0.732615 -0.152839
4 O -0.155918 -1.521266 0.382426
5 C 1.211547 -1.082919 0.253643
6 C 1.554822 0.012804 1.260450
7 O 1.370858 1.323494 0.795486
8 H -1.649678 2.211652 -1.072074
9 H -0.910714 1.385672 -2.434269
10 H -2.526260 0.881120 -1.876335
11 H -2.075090 -1.214129 -0.025228
12 H 1.793793 -1.986972 0.445776
13 H 1.394291 -0.740681 -0.769905
14 H 0.943953 -0.200727 2.152851
15 H 2.608444 -0.074263 1.548672
16 H 0.536123 1.300094 0.293644

Atoms 1-6, force components in eV/Å:
-0.19 0.14 -0.04
0.49 -0.43 0.11
-0.01 0.32 -0.29
-0.12 -0.04 0.20
0.14 0.05 0.02
0.14 -0.39 0.20

Calculated values
- E_HOMO: -9.78 eV
- Orbital gap: 10.72 eV
- Max |F|: 0.662 eV/Å
- SMILES: C/N=C/OCCO
- LUMO energy: 0.9406 eV
- Electronic energy: -363.00786 a.u.

***

Density functional theory data (ωB97M-V with the def2-TZVPD basis set) for 2 unconnected molecules or ions with the total composition C4H9NO2.

Positions of all 16 atoms, in Å:
1 C -1.717518 -0.386225 -1.138190
2 C -0.861893 0.492038 -0.284478
3 N 0.423177 0.558530 -0.459484
4 C 1.082256 1.684541 0.200419
5 H -2.049100 0.192967 -2.005058
6 H -2.590095 -0.711386 -0.569452
7 H -1.162429 -1.257233 -1.489149
8 H -1.391106 1.220060 0.347929
9 H 2.154061 1.482995 0.253890
10 H 0.725670 1.827060 1.226346
11 H 0.928828 2.605222 -0.367825
12 O 2.190583 -1.248476 1.064104
13 C 1.169004 -1.482024 0.448812
14 O -0.100139 -1.631041 1.177069
15 H 1.087476 -2.103133 -0.452465
16 H 0.111226 -1.243895 2.047532

Atoms 1-6, force components in eV/Å:
0.10 -0.31 0.56
1.97 0.75 -1.35
-2.47 0.52 0.26
0.36 -0.35 0.27
-0.03 -0.03 0.09
-0.04 -0.06 -0.17

Calculated values
- E_HOMO: -9.99 eV
- Orbital gap: 10.75 eV
- Max |F|: 4.021 eV/Å
- SMILES: C/C=N/C.O=CO
- LUMO energy: 0.7625 eV
- Electronic energy: -362.99842 a.u.

***

Density functional theory data (ωB97M-V with the def2-TZVPD basis set) for a molecular structure, C4H9NO2.

Positions of all 16 atoms, in Å:
1 C 2.064460 0.262904 -0.223917
2 O 1.310842 -0.336130 0.804399
3 C 0.095562 0.289522 1.073036
4 C -0.957641 0.033566 -0.061266
5 N -2.056772 0.836643 0.085646
6 O -1.663781 1.989209 -0.311147
7 C -1.193748 -1.437381 -0.291562
8 H 3.027672 -0.251197 -0.245266
9 H 1.573924 0.155437 -1.202024
10 H 2.230386 1.332666 -0.027094
11 H 0.217157 1.368196 1.247263
12 H -0.272918 -0.183480 1.991691
13 H -0.629737 1.327641 -0.698621
14 H -1.648030 -1.917851 0.585565
15 H -0.232826 -1.927039 -0.473147
16 H -1.841924 -1.606935 -1.155336

Atoms 1-6, force components in eV/Å:
0.13 0.09 -0.16
0.03 -0.03 0.04
-0.13 0.17 0.12
-0.30 -0.26 0.14
0.37 -0.22 -0.12
0.18 0.11 -0.09

Calculated values
- E_HOMO (alpha / beta): -9.06 / -9.06 eV
- Orbital gap (alpha / beta): 8.47 / 8.47 eV
- Max |F|: 0.450 eV/Å
- LUMO energy (alpha / beta): -0.5828 / -0.5845 eV
- Electronic energy: -362.84245 a.u.

***

Density functional theory data (ωB97M-V with the def2-TZVPD basis set) for a molecular structure, C4H9NO2.

Positions of all 16 atoms, in Å:
1 N -1.771404 0.931937 -0.177591
2 C -0.732370 1.343896 -0.955068
3 O -0.687541 2.430382 -1.494536
4 C 0.390503 0.296054 -1.110723
5 C 1.143166 0.209038 0.190874
6 C 0.472706 -0.573131 1.252922
7 O -0.522851 -1.507475 0.816680
8 H -2.581222 1.530052 -0.123924
9 H -1.816402 -0.024660 0.152535
10 H -0.086853 -0.641075 -1.425165
11 H 1.034760 0.675516 -1.904847
12 H 2.302406 -1.274654 -0.405579
13 H 2.454812 -0.543133 -0.147896
14 H 1.216733 -1.064934 1.890680
15 H 0.007110 0.225300 1.859228
16 H -0.823553 -2.013113 1.582410

Atoms 1-6, force components in eV/Å:
-0.04 0.02 -0.06
-0.05 0.14 -0.02
0.00 -0.36 0.18
0.08 0.04 -0.12
-0.13 -0.24 0.03
0.34 0.23 0.04

Calculated values
- E_HOMO: -8.71 eV
- Orbital gap: 8.67 eV
- Max |F|: 0.411 eV/Å
- LUMO energy: -0.0359 eV
- Electronic energy: -362.89707 a.u.

***

Density functional theory data (ωB97M-V with the def2-TZVPD basis set) for a single C4H9NO2 molecule.

Positions of all 16 atoms, in Å:
1 C -1.042332 1.247993 -0.599618
2 C -0.391334 0.410609 0.488752
3 C -0.971880 -1.034949 0.527407
4 O -0.089902 -1.948947 1.092932
5 N 1.138175 0.529239 0.251346
6 C 1.933643 -0.301866 -0.476449
7 O 1.688926 -1.450979 -0.833660
8 H -0.664756 2.271487 -0.529532
9 H -2.131566 1.237191 -0.514898
10 H -0.772043 0.849971 -1.581650
11 H -0.559518 0.850762 1.485143
12 H -1.883106 -1.012168 1.142506
13 H -1.307345 -1.368304 -0.472605
14 H 0.608055 -1.993133 0.419566
15 H 1.535674 1.464976 0.399948
16 H 2.898613 0.163907 -0.743554

Atoms 1-6, force components in eV/Å:
0.03 0.03 0.08
1.02 0.03 -0.16
-0.09 0.39 -0.13
-0.14 -0.12 0.22
-0.79 -0.37 -0.07
-0.29 0.01 0.04

Calculated values
- E_HOMO: -9.94 eV
- Orbital gap: 10.64 eV
- Max |F|: 1.034 eV/Å
- SMILES: C[C@@H](CO)NC=O
- LUMO energy: 0.7015 eV
- Electronic energy: -363.04332 a.u.

***

Density functional theory data (ωB97M-V with the def2-TZVPD basis set) for a single C4H9NO2 molecule.

Positions of all 16 atoms, in Å:
1 C -0.259643 0.698455 2.216256
2 C 1.131495 0.588358 1.620527
3 N 1.076063 -0.551270 0.470204
4 C 0.560061 -0.207252 -0.843018
5 O 1.187352 0.460689 -1.618161
6 O -0.648468 -0.725842 -1.031469
7 C -1.186429 -0.496661 -2.346482
8 H -0.517934 -0.182571 2.825016
9 H -0.205955 1.532764 2.927626
10 H -1.127171 0.908050 1.559114
11 H 1.331732 1.475353 0.997940
12 H 2.053966 -0.803858 0.349062
13 H 0.573090 -1.348555 0.861089
14 H -2.040626 -1.166653 -2.435800
15 H -1.496719 0.545141 -2.450034
16 H -0.430815 -0.726146 -3.101870

Atoms 1-6, force components in eV/Å:
-0.17 -0.03 0.17
-0.15 0.15 -0.21
0.11 -0.19 -0.06
0.18 0.34 -0.25
-0.29 -0.35 0.36
0.20 0.02 0.12

Calculated values
- E_HOMO: -6.66 eV
- Orbital gap: 7.14 eV
- Max |F|: 0.581 eV/Å
- LUMO energy: 0.4781 eV
- Electronic energy: -362.93424 a.u.

***

Density functional theory data (ωB97M-V with the def2-TZVPD basis set) for a molecular structure, C4H9NO2.

Positions of all 16 atoms, in Å:
1 C -2.643716 0.007498 0.189268
2 C 0.668458 0.698398 -1.001431
3 C 0.352132 -1.263194 0.405820
4 C -1.462799 0.700551 0.618932
5 N -0.274278 -0.283277 -0.388845
6 O -2.632081 -1.218100 -0.404655
7 O -3.665051 0.645268 0.232027
8 H 1.614772 0.158945 -1.173087
9 H 0.218894 1.043820 -1.913806
10 H 0.809124 1.528126 -0.303763
11 H 0.619912 -2.196609 -0.251687
12 H 1.283557 -0.882088 0.869968
13 H -0.263708 -1.663078 1.233545
14 H -1.260633 0.639065 1.739214
15 H -1.299769 1.828414 0.411435
16 H -1.682693 -1.354210 -0.640464

Atoms 1-6, force components in eV/Å:
-3.12 0.25 -1.81
-0.37 -1.28 1.00
1.71 -2.27 0.54
5.47 -0.59 -0.15
-2.20 3.57 1.37
0.61 0.85 0.97

Calculated values
- E_HOMO: -9.52 eV
- Orbital gap: 10.23 eV
- Max |F|: 5.509 eV/Å
- LUMO energy: 0.7088 eV
- Electronic energy: -362.96647 a.u.

***

Density functional theory data (ωB97M-V with the def2-TZVPD basis set) for a molecular structure, C4H9NO2.

Positions of all 16 atoms, in Å:
1 C 2.084652 -0.775732 -0.742696
2 C 1.448956 0.053675 0.368497
3 C 1.228723 1.466919 0.062626
4 C 0.141316 -0.619837 0.886752
5 H 2.329798 -1.704831 -0.315431
6 H 1.502511 -0.540534 -1.601219
7 H 3.311954 -0.311213 -1.031001
8 H 2.133043 0.041503 1.318221
9 H 0.627535 2.087560 0.735610
10 H 0.542619 1.555886 -0.897359
11 H 2.199932 2.164839 -0.365345
12 H -0.421346 -0.155798 1.828981
13 H 0.161726 -1.669729 0.982128
14 N -1.960641 0.106425 0.247473
15 O -0.810398 -0.567421 -0.152841
16 O -2.700247 0.197070 -0.576906

Atoms 1-6, force components in eV/Å:
4.08 3.82 0.44
1.44 -1.06 3.82
-0.03 4.11 -4.61
-1.13 1.58 0.76
-0.35 -1.71 -0.50
-0.37 -1.13 -1.06

Calculated values
- E_HOMO: -10.19 eV
- Orbital gap: 11.06 eV
- Max |F|: 6.178 eV/Å
- LUMO energy: 0.8732 eV
- Electronic energy: -362.86826 a.u.

***

Density functional theory data (ωB97M-V with the def2-TZVPD basis set) for 2 unconnected molecules or ions with the total composition C4H9NO2.

Positions of all 16 atoms, in Å:
1 C 1.096236 -0.678847 1.234508
2 C 0.041907 0.050719 0.575486
3 C 0.888008 0.837303 -0.381728
4 O 0.630263 2.128159 -0.525462
5 N -1.145391 -0.615682 0.041135
6 C -2.130913 0.144538 -0.460273
7 O -2.030507 1.358145 -0.636667
8 H 1.327167 -1.696404 0.923780
9 H 1.453158 -0.380986 2.209377
10 H 1.699811 -1.533998 -1.014208
11 H -0.300485 0.833777 1.264117
12 H 1.862840 0.540169 -0.732999
13 H 1.322460 -1.186835 -1.557039
14 H -0.359185 2.188509 -0.502180
15 H -1.301164 -1.586365 0.269176
16 H -3.054203 -0.402203 -0.707023

Atoms 1-6, force components in eV/Å:
0.06 -0.64 0.51
0.05 0.51 -0.02
0.09 0.06 -0.19
-0.27 0.23 0.04
0.04 -0.06 0.04
-0.03 0.20 -0.06

Calculated values
- E_HOMO (alpha / beta): -7.94 / -7.35 eV
- Orbital gap (alpha / beta): 8.70 / 7.73 eV
- Max |F|: 0.824 eV/Å
- LUMO energy (alpha / beta): 0.7649 / 0.3806 eV
- Electronic energy: -362.89595 a.u.

***

Density functional theory data (ωB97M-V with the def2-TZVPD basis set) for a single C4H9NO2 molecule.

Positions of all 16 atoms, in Å:
1 C -2.159157 0.558913 -1.084166
2 N -1.139347 -0.198656 -0.364397
3 C -0.238645 0.566540 0.437395
4 O 0.233074 -0.043954 1.587843
5 C 1.200765 -0.972972 1.152244
6 C 1.982940 -0.179563 0.112833
7 O 0.982429 0.678912 -0.439164
8 H -1.744123 1.277622 -1.809098
9 H -2.795834 -0.152170 -1.619877
10 H -2.800260 1.106153 -0.386303
11 H -0.489013 -0.560650 -1.052595
12 H -0.749660 1.477435 0.809143
13 H 1.791460 -1.282966 2.010613
14 H 0.689507 -1.832300 0.698021
15 H 2.782506 0.420446 0.563653
16 H 2.453358 -0.862790 -0.616146

Atoms 1-6, force components in eV/Å:
-0.18 0.10 -0.02
0.13 -0.17 -0.04
0.43 0.14 -0.44
-0.17 -0.16 0.11
0.16 -0.26 0.10
0.05 -0.04 0.33

Calculated values
- E_HOMO: -9.24 eV
- Orbital gap: 10.30 eV
- Max |F|: 1.074 eV/Å
- SMILES: CNC1OCCO1
- LUMO energy: 1.0668 eV
- Electronic energy: -363.00334 a.u.

***

Density functional theory data (ωB97M-V with the def2-TZVPD basis set) for 2 unconnected molecules or ions with the total composition C4H9NO2.

Positions of all 16 atoms, in Å:
1 C 2.496241 -1.103897 -0.282209
2 C 1.486666 -0.045504 -0.049243
3 N 0.264289 -0.165986 -0.518324
4 C -0.607548 0.815264 0.172188
5 O -0.566714 0.830027 1.380261
6 O -1.745926 0.955396 -0.550199
7 C -2.843916 0.370103 0.179776
8 H 2.439384 -1.595431 -1.256298
9 H 3.514637 -0.797309 -0.046425
10 H 2.197163 -1.848117 0.476197
11 H 1.573190 0.601381 0.813136
12 H 0.911026 2.072183 -0.290310
13 H 0.076058 -0.342917 -1.497149
14 H -3.701352 0.353929 -0.492439
15 H -2.580629 -0.656614 0.466562
16 H -3.068631 0.934204 1.086662

Atoms 1-6, force components in eV/Å:
0.04 0.08 -0.02
0.46 -0.02 0.15
-0.40 0.33 0.18
-0.44 -1.37 0.51
0.13 0.45 -0.66
0.29 0.23 0.00

Calculated values
- E_HOMO (alpha / beta): -6.81 / -7.44 eV
- Orbital gap (alpha / beta): 6.03 / 7.12 eV
- Max |F|: 1.528 eV/Å
- LUMO energy (alpha / beta): -0.7755 / -0.3137 eV
- Electronic energy: -362.85889 a.u.